Entry 1:
9
Properties=species:S:1:pos:R:3:mulliken_charge:R:1 method="wB97M-V/def2-TZVPD" e_above_lowest_kcal_mol=64.5 total_charge=+1 lumo_ev=-5.77 homo_energy_ev=-16.66 orbital_gap_ha=0.400 multiplicity=1
C -0.4726 0.8072 -0.3015 -0.5059
N -2.1416 -0.2724 1.0740 -0.1461
N -1.3538 0.2579 0.5027 0.5774
O 1.4429 -0.9219 0.2952 -0.6760
H -0.7768 0.6963 -1.4708 0.3593
H 0.6168 0.4117 -0.1889 0.3825
H -0.4020 1.9434 -0.2551 0.3275
H 1.9365 -1.2818 -0.4826 0.3615
H 1.1507 -1.6404 0.8269 0.3199

---

Entry 2:
11
Properties=species:S:1:pos:R:3:mulliken_charge:R:1 method="wB97M-V/def2-TZVPD" e_above_lowest_kcal_mol=28.3 smiles="CO[N+](=O)NO" total_charge=+1 lumo_ev="-6.22 / -6.22" homo_energy_ev="-16.37 / -16.37" orbital_gap_ha="0.373 / 0.373" multiplicity=1
C -0.3346 -1.6664 0.6806 -0.4607
N 0.4236 1.7189 -0.5500 -0.1645
N 0.6919 0.1826 -0.3645 0.8949
O 1.7325 -0.3065 -0.5583 -0.4022
O -0.8738 2.0068 -0.6589 -0.3015
O -0.3485 -0.3222 0.2029 -0.1634
H -1.3402 -1.8312 1.0636 0.2861
H 0.4050 -1.7848 1.4759 0.2982
H -0.1147 -2.3668 -0.1272 0.2779
H 0.9741 2.0231 -1.3585 0.3246
H -1.2153 2.3465 0.1943 0.4105

---

Entry 3:
12
Properties=species:S:1:pos:R:3:mulliken_charge:R:1 method="wB97M-V/def2-TZVPD" e_above_lowest_kcal_mol=76.0 total_charge=-1 lumo_ev="4.17 / 4.17" homo_energy_ev="-3.53 / -3.64" orbital_gap_ha="0.283 / 0.287" multiplicity=1
C 0.8515 -0.6266 -0.9713 -0.7860
N 0.3395 1.0806 1.5223 -0.1004
N 0.7208 -0.2037 1.3052 -0.6986
O -1.1521 1.0894 -0.7212 -0.6652
O -1.4987 -1.2532 0.0004 -0.7341
O -1.2062 -0.7400 -2.4604 -0.6535
S -0.9498 -0.3436 -1.0604 1.0457
H 0.9575 -1.6789 -0.8791 0.3718
H 1.5174 0.2187 -1.0216 0.3415
H 1.0875 1.6765 1.7880 0.1827
H -0.5867 1.5607 1.3252 0.2633
H -0.0806 -0.7799 1.1727 0.4329

---

Entry 4:
14
Properties=species:S:1:pos:R:3:mulliken_charge:R:1 method="wB97M-V/def2-TZVPD" e_above_lowest_kcal_mol=7.8 total_charge=-1 lumo_ev=3.53 homo_energy_ev=-3.74 orbital_gap_ha=0.267 multiplicity=1
C -1.2502 -0.3336 -0.1800 0.3969
N -2.3073 -0.6104 0.6235 -0.4970
N -0.8279 -0.9235 -1.2007 -0.8046
O -1.2266 1.7688 1.4558 -0.6740
O 2.1901 -1.3850 0.2630 -0.4705
O 0.1612 1.8462 -0.7277 -0.6831
O 2.5437 0.7617 -1.1744 -0.4865
S -0.1847 1.1225 0.5463 0.4354
S 2.8852 0.1470 0.2714 0.1225
H -2.6195 -1.5601 0.6755 0.2540
H -2.1723 -0.1895 1.5319 0.2339
H 1.2792 -1.4814 0.6456 0.3369
H -0.0739 -0.5735 -1.7328 0.3461
H 1.6030 1.4107 -0.9975 0.4899

---

Entry 5:
9
Properties=species:S:1:pos:R:3:mulliken_charge:R:1 method="wB97M-V/def2-TZVPD" e_above_lowest_kcal_mol=117.8 smiles=Cn1[nH][nH]1 total_charge=0 lumo_ev=0.93 homo_energy_ev=-9.34 orbital_gap_ha=0.377 multiplicity=1
C 0.3410 -0.3199 0.9493 -0.8399
N -0.8242 0.9053 -0.8679 -0.3575
N -0.8317 -0.4863 -1.3096 -0.3104
N -0.8282 -0.0903 0.1027 0.0338
H 0.3095 -1.1432 1.6088 0.3195
H 1.3449 -0.2526 0.6524 0.3498
H 0.2518 0.5788 1.5380 0.3295
H 0.0837 1.3637 -0.9893 0.2407
H 0.1533 -0.5553 -1.6844 0.2345

---

Entry 6:
9
Properties=species:S:1:pos:R:3:mulliken_charge:R:1 method="wB97M-V/def2-TZVPD" e_above_lowest_kcal_mol=84.7 smiles="N/C=N/N" total_charge=0 lumo_ev=1.17 homo_energy_ev=-8.28 orbital_gap_ha=0.347 multiplicity=1
N 1.9123 -0.0941 0.1572 -0.6006
N -1.6865 0.2394 -0.0222 -0.4231
C -0.4315 -0.2691 0.1921 0.0214
N 0.6116 0.3110 -0.2565 -0.4264
H 2.5485 0.6423 -0.1472 0.2725
H 1.5665 -0.6428 -0.8243 0.3233
H -1.7150 1.2352 -0.1892 0.2731
H -2.4203 -0.1084 0.5739 0.2373
H -0.3856 -1.3136 0.5163 0.3225

---

Entry 7:
9
Properties=species:S:1:pos:R:3:mulliken_charge:R:1 method="wB97M-V/def2-TZVPD" e_above_lowest_kcal_mol=44.3 smiles="N=C(N)N" total_charge=0 lumo_ev=0.91 homo_energy_ev=-7.83 orbital_gap_ha=0.321 multiplicity=1
N -0.7737 -0.4783 -1.0246 -0.4146
C -0.1737 -0.0102 0.0816 0.4123
N 1.0769 0.6115 -0.1252 -0.6574
N -0.6254 -0.2655 1.2751 -0.6915
H -1.3204 -1.3077 -0.8730 0.3034
H -0.0716 -0.4254 -1.7577 0.2752
H 1.8663 0.0471 0.1577 0.2657
H 1.1903 1.3680 0.5444 0.3051
H -1.1687 0.4605 1.7216 0.2018

---

Entry 8:
10
Properties=species:S:1:pos:R:3:mulliken_charge:R:1 method="wB97M-V/def2-TZVPD" e_above_lowest_kcal_mol=52.8 smiles="NNC(N)=O" total_charge=0 lumo_ev=0.62 homo_energy_ev=-9.68 orbital_gap_ha=0.379 multiplicity=1
C 0.8904 -0.4627 -0.1176 0.4611
H -1.7644 0.1285 0.7022 0.2903
H -1.0035 1.5540 0.3868 0.3146
H 1.1992 0.1469 1.6046 0.2645
H -0.9978 -0.1083 -1.0033 0.1911
H 0.4887 -0.4828 -2.1521 0.2632
N -0.9957 0.6470 1.0077 -0.7045
N 0.3711 0.1334 0.9238 0.0140
N -0.0165 -0.1729 -1.1810 -0.4609
O 1.8284 -1.3830 -0.1713 -0.6334